Record 1
# C19H39FIN3O9S

A 3-piece molecular cluster, C19H39FIN3O9S overall in a non-equilibrium geometry (ωB97M-V with the def2-TZVPD basis set, the OMol25 dataset).

Calculated values
E_HOMO = -8.520 eV
LUMO energy = -0.241 eV
Structure (SMILES) = CS(=O)(=O)[C@]1(CC(=O)F)[C@H](N)OC(=O)[C@@H]1I.COCCNCCOC.COCCNCCOC
Gap between HOMO and LUMO = 0.3042 hartree
ΔE to the lowest compared entry with this formula, charge and spin = 0.0 kcal/mol

```
73
Properties=species:S:1:pos:R:3:forces:R:3
C 2.401 -2.012 1.071 0.4 -0.7 0.1
S 1.180 -0.687 0.941 1.6 1.8 2.0
O 1.756 0.396 0.170 -0.5 -1.0 -1.2
O 0.930 -0.198 2.294 -1.4 -1.9 -0.6
C -0.429 -1.202 0.260 -1.0 1.0 -2.8
C -1.138 0.186 0.000 0.1 -0.4 0.8
C -2.624 0.216 0.395 1.4 -0.8 -1.4
O -3.034 1.038 1.089 -1.4 2.1 1.9
F -3.506 -0.701 -0.100 0.8 -0.3 -0.4
C -1.226 -2.309 0.982 -0.5 0.1 0.1
N -1.654 -2.126 2.336 0.1 0.3 -0.7
O -0.396 -3.472 0.684 0.1 0.3 -0.4
C -0.215 -3.394 -0.692 -1.3 2.7 1.4
O 0.035 -4.311 -1.345 1.0 -2.5 -1.7
C -0.444 -1.898 -1.170 1.0 -0.8 2.0
I 1.042 -1.332 -2.606 -0.6 -0.2 0.2
H 2.604 -2.152 2.148 -0.4 0.1 -0.5
H 3.356 -1.696 0.616 -0.7 0.2 -0.1
H 2.094 -2.973 0.631 -0.1 0.5 0.1
H -0.971 0.523 -1.040 -0.2 -0.4 0.4
H -0.664 0.952 0.638 -0.5 -0.3 -0.3
H -2.138 -2.558 0.401 0.4 0.7 0.2
H -1.315 -1.254 2.739 0.4 -0.4 0.1
H -2.668 -2.056 2.299 0.2 -0.2 0.4
H -1.468 -1.668 -1.516 0.6 -0.6 -0.5
C 2.874 1.578 2.918 0.4 0.5 0.6
O 4.109 0.878 3.017 -0.1 0.2 -0.3
C 5.137 1.391 2.177 0.3 -0.2 0.1
C 6.191 2.139 2.981 -0.3 0.0 0.0
N 5.677 3.397 3.508 0.1 -0.1 0.2
C 6.509 4.011 4.544 -0.2 0.0 -0.1
C 6.811 3.210 5.814 0.1 0.3 0.1
O 5.697 3.015 6.670 0.1 -0.1 -0.1
C 4.817 1.974 6.282 -0.1 0.2 0.2
H 2.115 0.975 3.389 0.1 0.0 0.1
H 2.916 2.537 3.451 0.1 0.1 -0.1
H 2.593 1.747 1.881 0.0 0.1 0.0
H 4.732 2.011 1.372 -0.1 0.1 0.1
H 5.618 0.524 1.714 0.0 0.0 0.0
H 7.054 2.343 2.338 0.0 0.0 0.0
H 6.521 1.466 3.782 0.1 -0.1 -0.1
H 4.756 3.243 3.895 0.0 0.0 -0.1
H 6.001 4.931 4.845 0.1 0.0 0.0
H 7.458 4.310 4.086 0.0 -0.1 0.0
H 7.523 3.799 6.399 0.0 0.0 0.0
H 7.310 2.256 5.608 -0.1 -0.1 -0.1
H 5.345 1.134 5.824 0.0 0.0 -0.1
H 4.049 2.356 5.606 0.0 -0.2 -0.1
H 4.308 1.614 7.176 0.1 0.0 0.1
C -2.689 -2.622 -4.683 -0.1 0.0 0.2
O -2.866 -1.414 -3.962 0.2 -0.1 -0.2
C -2.824 -0.241 -4.772 -0.1 0.4 0.3
C -4.208 0.367 -4.944 0.0 -0.3 0.0
N -5.063 -0.460 -5.785 -0.1 0.0 0.2
C -6.486 -0.115 -5.735 0.1 -0.1 -0.1
C -7.204 -0.150 -4.383 -0.3 0.0 -0.2
O -7.388 -1.449 -3.843 0.1 0.2 0.1
C -6.254 -1.998 -3.197 -0.2 -0.2 -0.1
H -2.486 -3.414 -3.961 0.0 0.1 0.0
H -3.596 -2.897 -5.231 0.1 0.0 -0.1
H -1.847 -2.557 -5.376 0.0 0.0 0.0
H -2.346 -0.431 -5.737 -0.1 -0.1 0.0
H -2.202 0.481 -4.234 0.0 0.0 0.0
H -4.108 1.359 -5.396 0.0 0.0 0.0
H -4.628 0.497 -3.938 0.1 0.1 0.1
H -4.965 -1.428 -5.508 0.0 0.0 0.0
H -6.998 -0.815 -6.401 -0.1 0.1 0.0
H -6.610 0.882 -6.170 0.0 0.0 0.1
H -8.213 0.237 -4.550 0.0 0.0 0.0
H -6.748 0.514 -3.640 0.2 -0.1 0.0
H -5.664 -1.237 -2.678 0.1 0.0 -0.1
H -5.632 -2.540 -3.914 0.2 0.1 0.1
H -6.604 -2.723 -2.462 -0.1 0.0 0.0
```
Positions in Å, forces in eV/Å.

Mulliken charges, unit e, in atom order: C -1.2417; S 1.9860; O -0.6613; O -0.7002; C 0.6277; C -0.5842; C 0.3107; O -0.4591; F -0.2347; C -0.5974; N -0.6424; O -0.4338; C 0.4412; O -0.4729; C -1.3729; I 0.1113; H 0.3882; H 0.3688; H 0.3853; H 0.3664; H 0.3890; H 0.5630; H 0.3415; H 0.3489; H 0.7370; C -0.7465; O -0.3074; C -0.8347; C -0.2010; N -0.3145; C -0.7031; C -0.4639; O -0.4354; C -0.4618; H 0.1420; H 0.3538; H 0.3514; H 0.3840; H 0.4212; H 0.3916; H 0.1470; H 0.0959; H 0.3731; H 0.3930; H 0.3505; H 0.3423; H 0.2519; H 0.1300; H 0.3346; C -0.9598; O -0.0598; C -0.8993; C -0.1729; N -0.3056; C -0.7049; C -0.4425; O -0.4607; C -0.4314; H 0.2333; H 0.3361; H 0.4008; H 0.3756; H 0.3641; H 0.4068; H 0.1198; H 0.0959; H 0.3758; H 0.3899; H 0.3539; H 0.3341; H 0.2138; H 0.1154; H 0.3634

Record 2
# C19H39FO5

A 4-piece molecular cluster, C19H39FO5 overall in a non-equilibrium geometry (ωB97M-V with the def2-TZVPD basis set, the OMol25 dataset).

Calculated values
E_HOMO = -9.197 eV
LUMO energy = 0.697 eV
Structure (SMILES) = CC[C@H](F)[C@@H](COC)OC.C1CCOC1.C1CCOC1.C1CCOC1
Gap between HOMO and LUMO = 0.3636 hartree

```
64
Properties=species:S:1:pos:R:3:forces:R:3
C 2.900 0.357 3.082 0.3 0.1 -0.2
C 2.464 1.653 2.411 -0.3 0.0 0.4
C 1.531 1.457 1.234 0.6 -0.3 0.2
F 1.488 2.631 0.477 -0.1 0.0 0.0
C 0.131 1.039 1.684 0.2 0.6 -1.0
C -0.681 2.284 1.999 0.1 0.0 0.4
O -1.718 2.148 2.962 0.3 -0.2 -0.1
C -2.387 0.905 2.957 -0.4 0.3 0.2
O -0.502 0.330 0.626 -0.1 -0.2 0.4
C -0.452 -1.085 0.714 -0.1 0.1 -0.1
H 3.682 -0.151 2.530 0.1 -0.1 -0.3
H 2.096 -0.359 3.203 -0.2 -0.1 0.2
H 3.321 0.595 4.050 0.0 -0.1 0.3
H 3.344 2.215 2.125 0.1 0.2 -0.3
H 1.937 2.249 3.154 0.0 0.3 0.1
H 1.942 0.690 0.581 -0.1 -0.2 -0.2
H 0.278 0.425 2.566 -0.3 -0.3 0.2
H 0.006 3.020 2.403 0.0 0.2 0.2
H -1.055 2.705 1.071 -0.2 -0.1 -0.3
H -3.289 1.028 3.545 -0.2 0.1 0.1
H -2.686 0.593 1.960 0.1 -0.1 -0.2
H -1.806 0.130 3.447 0.3 -0.3 -0.1
H -1.447 -1.478 0.921 -0.1 0.0 0.1
H -0.117 -1.491 -0.234 0.1 0.0 -0.2
H 0.234 -1.439 1.478 0.2 0.0 0.2
C -4.913 5.885 1.511 0.0 0.0 0.1
C -3.802 4.878 1.231 0.0 0.0 -0.1
C -4.277 3.666 2.018 -0.1 0.1 0.1
O -5.710 3.716 2.007 0.0 0.1 0.0
C -6.144 4.989 1.526 0.0 -0.1 -0.1
H -4.982 6.682 0.772 0.0 0.0 0.0
H -4.767 6.341 2.493 0.0 0.0 0.0
H -3.767 4.645 0.163 0.0 0.0 0.0
H -2.813 5.216 1.537 0.0 0.0 0.0
H -3.934 3.708 3.055 0.1 0.0 0.0
H -3.948 2.724 1.584 0.0 -0.1 0.0
H -6.553 4.860 0.517 0.0 0.1 0.0
H -6.937 5.365 2.174 0.0 0.0 0.0
C 4.106 -2.733 -2.269 0.0 0.1 -0.2
C 5.151 -1.874 -1.563 0.0 -0.1 0.1
C 4.300 -1.162 -0.521 -0.1 0.2 0.0
O 3.234 -2.054 -0.180 0.1 0.0 0.0
C 3.200 -3.133 -1.119 0.0 -0.1 0.1
H 4.525 -3.591 -2.792 0.0 0.0 0.0
H 3.551 -2.133 -2.993 0.0 0.0 0.0
H 5.894 -2.509 -1.074 0.0 0.0 0.0
H 5.675 -1.185 -2.224 0.0 0.0 0.0
H 3.861 -0.243 -0.927 0.1 0.0 0.0
H 4.858 -0.907 0.381 0.0 0.0 0.0
H 3.565 -4.037 -0.619 0.0 0.0 0.0
H 2.169 -3.304 -1.433 0.0 0.0 0.0
C -0.347 -4.923 -3.460 0.0 0.0 0.1
C -1.077 -3.864 -4.279 0.0 -0.1 -0.1
C 0.060 -2.928 -4.658 0.1 0.1 0.1
O 1.237 -3.738 -4.761 -0.1 -0.1 0.1
C 0.975 -5.032 -4.206 0.0 0.0 -0.1
H -0.875 -5.873 -3.398 0.0 0.0 0.0
H -0.177 -4.560 -2.443 0.0 0.0 0.0
H -1.508 -4.316 -5.175 0.0 0.0 0.0
H -1.875 -3.360 -3.735 0.0 0.0 0.0
H 0.227 -2.169 -3.886 -0.1 0.0 0.0
H -0.107 -2.422 -5.610 0.1 0.0 0.0
H 0.911 -5.750 -5.031 0.0 -0.1 0.1
H 1.803 -5.321 -3.557 0.1 0.0 0.0
```
Positions in Å, forces in eV/Å.

natural (NBO) charges, unit e, in atom order: C -0.6047; C -0.4402; C 0.2062; F -0.3726; C 0.0262; C -0.0785; O -0.5418; C -0.2609; O -0.5467; C -0.2494; H 0.2089; H 0.1999; H 0.2156; H 0.2221; H 0.1984; H 0.1745; H 0.1904; H 0.1914; H 0.1905; H 0.1953; H 0.1792; H 0.1626; H 0.1727; H 0.1866; H 0.1734; C -0.4301; C -0.4320; C -0.0642; O -0.5423; C -0.0655; H 0.2149; H 0.2009; H 0.2000; H 0.2193; H 0.1731; H 0.1824; H 0.1610; H 0.1812; C -0.4320; C -0.4303; C -0.0689; O -0.5468; C -0.0646; H 0.2198; H 0.2112; H 0.2010; H 0.2202; H 0.1665; H 0.1806; H 0.1639; H 0.1801; C -0.4306; C -0.4312; C -0.0668; O -0.5406; C -0.0668; H 0.2190; H 0.1993; H 0.2026; H 0.2193; H 0.1643; H 0.1859; H 0.1667; H 0.1805

Record 3
# C19H39IN2O2PdSi3

C19H39IN2O2PdSi3 as an isolated structure (ωB97M-V with the def2-TZVPD basis set, the OMol25 dataset).

Calculated values
Charge = -2
E_HOMO = -0.304 eV
LUMO energy = 3.643 eV
Gap between HOMO and LUMO = 0.1451 hartree
ΔE to the lowest compared entry with this formula, charge and spin = 0.0 kcal/mol

```
67
Properties=species:S:1:pos:R:3:forces:R:3
Pd -0.491 0.583 0.010 -0.3 -0.3 -0.1
C 3.814 0.274 0.284 0.0 0.0 0.0
O 2.530 0.752 0.039 0.0 -0.1 0.0
Si 2.084 2.344 -0.177 0.0 0.3 0.0
C 3.059 2.894 -1.717 0.0 0.0 0.0
C 2.974 3.264 1.235 0.0 0.0 0.0
C 0.309 2.664 -0.293 -0.1 -0.5 0.1
Si -0.578 3.275 1.173 -0.1 0.2 0.0
C -0.203 5.137 1.510 0.1 0.0 -0.1
C -0.183 2.481 2.855 0.0 0.1 0.0
C -2.473 3.421 1.094 0.0 0.1 0.0
Si -0.514 2.427 -1.924 0.0 0.3 -0.1
C -0.073 3.930 -3.057 0.0 0.0 0.0
C 0.016 0.987 -3.050 0.0 0.1 -0.1
C -2.411 2.564 -2.037 0.0 0.0 -0.1
H 4.521 0.542 -0.517 0.0 0.0 0.0
H 3.765 -0.815 0.346 0.0 0.0 0.0
H 4.226 0.655 1.230 0.0 0.0 0.0
H 4.130 2.697 -1.592 0.0 0.0 0.0
H 2.929 3.965 -1.894 0.0 0.0 0.0
H 2.722 2.363 -2.611 0.0 0.0 0.0
H 4.057 3.200 1.080 0.0 0.0 0.0
H 2.751 2.819 2.208 0.0 0.0 0.0
H 2.704 4.321 1.268 0.0 0.0 0.0
H 0.850 5.316 1.745 0.0 0.0 0.0
H -0.807 5.539 2.333 0.0 0.0 0.0
H -0.439 5.706 0.604 0.0 0.0 0.0
H 0.773 2.840 3.250 0.0 0.0 0.0
H -0.147 1.392 2.798 0.0 0.0 0.0
H -0.960 2.770 3.575 0.0 0.0 0.0
H -2.773 4.136 0.323 0.0 0.0 0.0
H -2.804 3.823 2.060 0.0 0.0 0.0
H -2.990 2.482 0.910 0.0 0.0 0.0
H 1.000 3.968 -3.267 0.0 0.0 0.0
H -0.342 4.860 -2.543 0.0 0.0 0.0
H -0.606 3.899 -4.017 0.0 0.0 0.0
H 1.094 1.008 -3.231 0.0 0.0 0.0
H -0.486 1.112 -4.019 0.0 0.0 0.0
H -0.217 0.005 -2.634 0.0 0.0 0.0
H -2.731 3.604 -1.910 0.0 0.0 0.0
H -2.950 1.946 -1.322 0.0 0.0 0.0
H -2.703 2.255 -3.049 0.0 0.0 0.0
I -5.724 -0.311 -2.650 0.1 0.0 0.1
C -4.489 -0.316 -0.952 0.0 0.0 -0.1
C -4.967 0.166 0.257 -0.1 0.0 0.0
C -4.111 0.145 1.343 0.1 0.0 0.0
C -2.821 -0.356 1.177 0.0 0.0 0.0
N -2.371 -0.801 -0.003 0.2 0.0 0.2
C -3.187 -0.772 -1.054 0.0 0.0 0.0
H -5.974 0.550 0.342 0.0 0.0 0.0
H -4.425 0.532 2.304 0.0 0.0 0.0
H -2.133 -0.458 2.008 0.0 0.0 0.0
H -2.769 -1.111 -1.996 0.0 0.0 0.0
N 0.481 -2.442 0.704 -0.1 0.0 0.1
C 0.538 -1.849 -0.304 0.0 -0.1 0.1
H -0.450 -2.361 2.341 0.5 0.2 -0.2
C -0.922 -4.782 3.180 -0.1 -0.1 0.0
C -1.745 -3.499 3.191 0.1 0.2 0.0
C -2.660 -3.413 4.400 0.0 0.0 0.0
O -0.897 -2.368 3.217 -0.3 -0.2 0.0
H -1.567 -5.665 3.117 0.0 0.0 0.0
H -0.321 -4.847 4.091 0.0 0.0 0.0
H -0.251 -4.769 2.320 0.0 0.0 0.0
H -2.353 -3.472 2.276 0.0 0.0 0.0
H -2.069 -3.453 5.318 0.0 0.0 0.0
H -3.377 -4.239 4.410 0.0 0.0 0.0
H -3.208 -2.469 4.387 0.0 0.0 0.0
```
Positions in Å, forces in eV/Å.

natural (NBO) charges, unit e, in atom order: Pd 0.0911; C -0.2213; O -0.8968; Si 2.0284; C -1.1542; C -1.1556; C -2.0506; Si 1.7556; C -1.1313; C -1.1297; C -1.1206; Si 1.7251; C -1.1296; C -1.1272; C -1.1143; H 0.1388; H 0.1884; H 0.1442; H 0.2052; H 0.2179; H 0.2262; H 0.2089; H 0.2263; H 0.2203; H 0.2077; H 0.1981; H 0.2110; H 0.2126; H 0.2470; H 0.2052; H 0.2160; H 0.2034; H 0.2353; H 0.2114; H 0.2070; H 0.1960; H 0.2188; H 0.1992; H 0.2546; H 0.2111; H 0.2235; H 0.2121; I 0.0736; C -0.1959; C -0.2427; C -0.2523; C 0.0212; N -0.4014; C 0.0102; H 0.2117; H 0.2128; H 0.2377; H 0.2097; N -0.8054; C -0.0563; H 0.5315; C -0.6326; C 0.0961; C -0.6134; O -0.7757; H 0.1776; H 0.1891; H 0.2434; H 0.1568; H 0.1937; H 0.1848; H 0.2106